Computed, not measured: a structure of composition C47H124CuN5O18 in a non-equilibrium geometry, with ωB97M-V with the def2-TZVPD basis set.

## Properties
lowest unoccupied orbital energy (alpha / beta) = -3.7860 / -9.0309 eV
2S+1 = 3
electronic energy = -139668.7582 eV
orbital gap (alpha / beta) = 0.2898 / 0.0970 Ha
largest force on an atom = 4.51 eV/Å
highest occupied orbital energy (alpha / beta) = -11.67 / -11.67 eV
net charge = +2

Geometry (Å):
Cu -4.159 2.744 0.767
C -0.704 0.186 -0.870
C -1.785 0.420 0.201
C -1.422 -0.311 1.474
O -2.116 1.783 0.487
H 0.290 0.376 -0.466
H -0.929 0.779 -1.757
H -0.731 -0.845 -1.220
H -2.699 -0.084 -0.115
H -0.464 0.035 1.862
H -1.378 -1.393 1.356
H -2.113 -0.144 2.300
C 2.935 -2.330 -4.734
O 2.507 -3.262 -3.767
C 3.544 -4.108 -3.307
C 2.892 -5.030 -2.273
N 2.735 -4.418 -0.962
C 1.768 -3.345 -0.953
C 1.409 -2.978 0.491
O 0.356 -3.699 1.087
C 0.252 -3.537 2.510
H 3.321 -2.924 -5.562
H 3.741 -1.723 -4.322
H 2.081 -1.707 -5.001
H 4.240 -3.437 -2.803
H 4.041 -4.726 -4.055
H 3.547 -5.896 -2.176
H 1.929 -5.373 -2.651
H 2.299 -5.075 -0.331
H 0.886 -3.611 -1.535
H 2.038 -2.458 -1.526
H 1.114 -1.931 0.431
H 2.252 -3.062 1.176
H 1.218 -3.692 2.990
H -0.499 -4.258 2.834
H -0.074 -2.525 2.748
C -1.143 -3.275 -3.173
O -2.384 -3.391 -2.517
C -2.376 -3.736 -1.116
C -2.288 -5.244 -0.821
N -0.918 -5.736 -0.880
C -0.765 -7.049 -0.294
C 0.771 -7.487 -0.265
O 1.619 -6.676 0.594
C 1.373 -6.801 1.996
H -1.250 -3.041 -4.232
H -0.415 -4.065 -2.988
H -0.718 -2.364 -2.752
H -3.385 -3.424 -0.846
H -1.714 -3.165 -0.465
H -2.834 -5.769 -1.605
H -2.788 -5.561 0.094
H -0.290 -5.028 -0.528
H -1.296 -7.721 -0.968
H -1.224 -7.144 0.690
H 1.189 -7.431 -1.270
H 0.929 -8.531 0.007
H 1.652 -7.805 2.316
H 0.339 -6.619 2.290
H 2.046 -6.108 2.499
C -1.366 7.347 -7.374
O -1.588 6.109 -8.108
C -0.439 5.317 -8.254
C -0.668 3.811 -8.674
N -1.258 3.067 -7.551
C -1.339 1.621 -7.826
C -1.759 0.733 -6.652
O -0.793 0.855 -5.616
C -0.833 -0.122 -4.603
H -2.286 7.926 -7.300
H -0.567 7.948 -7.808
H -1.096 7.142 -6.338
H 0.004 5.253 -7.260
H 0.295 5.736 -8.942
H 0.265 3.348 -8.995
H -1.242 3.819 -9.601
H -0.682 3.247 -6.741
H -0.391 1.217 -8.180
H -2.150 1.492 -8.542
H -1.790 -0.308 -6.972
H -2.756 0.900 -6.244
H -0.121 0.124 -3.816
H -0.460 -1.030 -5.077
H -1.842 -0.274 -4.218
C -5.832 -0.012 1.438
O -4.867 0.955 1.901
C -4.659 1.020 3.279
C -3.540 1.976 3.562
N -3.967 3.285 2.971
C -2.833 4.190 2.955
C -3.098 5.397 1.993
O -3.373 4.846 0.691
C -3.450 5.807 -0.280
H -6.705 -0.024 2.090
H -5.384 -1.003 1.358
H -6.208 0.265 0.453
H -4.269 0.061 3.618
H -5.544 1.152 3.902
H -2.593 1.746 3.074
H -3.396 2.089 4.636
H -4.592 3.653 3.675
H -1.908 3.716 2.627
H -2.640 4.402 4.006
H -2.206 6.020 1.932
H -3.978 5.933 2.349
H -4.195 6.567 -0.045
H -3.774 5.391 -1.234
H -2.473 6.285 -0.352
C 8.769 1.755 3.400
O 7.909 0.969 4.287
C 8.484 -0.176 4.862
C 7.445 -0.873 5.760
N 6.335 -1.256 4.922
C 5.126 -1.635 5.609
C 3.973 -1.752 4.559
O 3.665 -0.475 4.008
C 2.729 -0.562 2.885
H 8.269 2.648 3.024
H 9.192 1.240 2.537
H 9.560 2.110 4.061
H 9.330 0.138 5.473
H 8.922 -0.927 4.205
H 7.171 -0.057 6.428
H 7.873 -1.669 6.369
H 6.169 -0.430 4.365
H 4.775 -0.963 6.393
H 5.233 -2.637 6.024
H 3.041 -2.067 5.030
H 4.300 -2.410 3.754
H 2.588 0.389 2.371
H 1.763 -0.876 3.281
H 3.017 -1.313 2.150
C -3.508 -3.604 2.686
C -4.730 -3.336 3.609
O -5.562 -4.513 3.559
H -3.776 -3.858 1.660
H -2.920 -4.447 3.048
H -2.857 -2.747 2.514
H -5.182 -2.395 3.296
H -4.387 -3.127 4.622
H -6.439 -4.199 3.789
C 1.183 3.597 1.301
C 0.797 3.637 -0.223
O -0.572 3.882 -0.372
H 2.264 3.522 1.417
H 0.691 2.747 1.772
H 0.841 4.469 1.859
H 1.090 2.730 -0.752
H 1.409 4.431 -0.649
H -1.026 3.076 -0.113
C -0.647 -1.173 5.318
C -1.055 -2.395 6.116
O -2.077 -2.111 7.041
H 0.313 -1.346 4.831
H -0.457 -0.270 5.899
H -1.461 -0.881 4.655
H -0.242 -2.984 6.541
H -1.508 -3.068 5.389
H -2.525 -2.903 7.346
C -3.809 1.767 -3.527
C -3.520 2.869 -2.555
O -4.489 2.678 -1.484
H -4.853 1.683 -3.828
H -3.423 0.828 -3.128
H -3.263 1.909 -4.459
H -3.653 3.877 -2.947
H -2.534 2.794 -2.096
H -5.343 2.986 -1.796
C 3.784 1.423 -2.107
C 3.472 -0.017 -1.779
O 3.546 -0.160 -0.390
H 3.820 1.599 -3.182
H 4.716 1.826 -1.711
H 3.015 2.050 -1.656
H 4.241 -0.702 -2.136
H 2.495 -0.368 -2.114
H 3.992 -0.995 -0.234
C -0.211 3.721 -4.114
C -0.263 5.206 -3.736
O -1.253 5.305 -2.680
H -1.061 3.219 -4.575
H 0.007 3.133 -3.222
H 0.584 3.586 -4.849
H -0.615 5.827 -4.560
H 0.720 5.559 -3.425
H -0.896 4.910 -1.881
C 1.279 2.320 4.609
C 0.490 3.577 4.983
O -0.700 3.137 5.630
H 2.204 2.622 4.118
H 0.740 1.737 3.862
H 1.406 1.577 5.396
H 0.256 4.179 4.105
H 0.978 4.293 5.645
H -1.253 3.869 5.912